[1]
Density functional theory data (ωB97M-V/def2-TZVPD) for a molecular structure, C20H31F9NOPdSi2.

Atoms and positions in Å:
1 Pd -0.62928 0.09803 0.19528
2 C -2.85055 -1.78143 1.22775
3 N -2.82670 -0.36038 0.80674
4 C -3.89067 -0.19040 -0.20748
5 C -3.16956 0.51508 1.97729
6 C -2.05361 1.44068 2.30000
7 C -2.02407 2.27284 3.41507
8 C -1.05370 3.25386 3.53974
9 C -0.10426 3.43791 2.54547
10 C -0.06793 2.58096 1.44716
11 C -1.04137 1.61118 1.37282
12 H -3.86615 -2.04034 1.54165
13 H -2.15699 -1.94017 2.04639
14 H -2.55371 -2.40957 0.39449
15 H -4.85796 -0.40755 0.25427
16 H -3.74553 -0.88836 -1.02688
17 H -3.89892 0.82797 -0.58836
18 H -3.48735 -0.08984 2.82772
19 H -4.02976 1.12592 1.69459
20 H -2.78669 2.16066 4.17641
21 H -1.04293 3.88869 4.41490
22 H 0.63179 4.22681 2.62442
23 H 0.69045 2.69576 0.68783
24 F 0.52216 -5.37663 0.72211
25 C -0.13557 -4.25487 0.44788
26 F -1.31597 -4.31030 1.07554
27 F -0.38687 -4.22607 -0.86526
28 C 0.64376 -2.95183 0.85094
29 O -0.11419 -1.89974 0.46817
30 C 2.03652 -2.99012 0.14720
31 F 2.77587 -1.92890 0.50799
32 F 2.74863 -4.07870 0.40076
33 F 1.87986 -2.91001 -1.18581
34 C 0.84248 -2.92404 2.40209
35 F 1.51561 -3.97847 2.85589
36 F -0.34091 -2.88798 3.02463
37 F 1.49802 -1.81964 2.78022
38 C -1.75172 0.36143 -2.68764
39 Si 0.07670 0.67708 -2.89632
40 C 0.82800 -0.46964 -4.15582
41 C 0.33950 2.45645 -3.36612
42 C 0.89713 0.15276 -1.24336
43 Si 2.44606 1.01912 -0.45875
44 C 3.80888 0.14896 -1.40658
45 C 2.56028 2.83141 -0.93095
46 C 2.57725 0.86030 1.40356
47 H -2.22987 0.33909 -3.67080
48 H -2.24842 1.14562 -2.11242
49 H -1.94722 -0.61240 -2.23490
50 H 0.46664 -0.21021 -5.15347
51 H 0.57511 -1.51282 -3.96013
52 H 1.91661 -0.38505 -4.16971
53 H -0.19306 2.61520 -4.30831
54 H 1.38543 2.70056 -3.54507
55 H -0.06261 3.16436 -2.64009
56 H 1.09523 -0.91709 -1.29695
57 H 3.87912 0.54699 -2.42041
58 H 3.68880 -0.93059 -1.46292
59 H 4.75813 0.35756 -0.90558
60 H 2.87900 2.96121 -1.96387
61 H 3.33156 3.27968 -0.29809
62 H 1.65465 3.42342 -0.80183
63 H 1.79011 0.29652 1.90131
64 H 2.61131 1.85760 1.84466
65 H 3.51344 0.35149 1.64093

Summary:
Energy relative to the best compared isomer or geometry (same formula, charge and spin)   134.2 kJ/mol
Net charge   +1
LUMO level (spin up / spin down)   -6.303 / -6.240 eV
HOMO (spin up / spin down)   -12.61 / -12.51 eV

[2]
Density functional theory data (ωB97M-V/def2-TZVPD) for 2 unconnected molecules or ions with the total composition C4H10N2 at a distorted geometry.

Atoms and positions in Å:
1 H -2.28318 0.22311 -0.85896
2 N -2.05711 1.13796 -1.33860
3 C -0.88711 1.01610 -1.83311
4 N -0.46827 1.28911 -3.10698
5 H -0.08634 0.53939 -1.32176
6 H -1.13518 1.48297 -3.93129
7 H 0.22129 0.73569 -3.56274
8 C 1.39328 0.15471 1.89720
9 C 1.60700 -1.19228 2.22278
10 C 0.45138 -2.09880 2.30387
11 H 2.34738 0.71273 1.66938
12 H 0.39726 0.57533 1.86981
13 H 2.61933 -1.42634 2.64010
14 H 0.57810 -3.11828 1.88608
15 H -0.41937 -1.62146 1.83369
16 H 0.05111 -2.37102 3.35028

Summary:
Energy relative to the best compared isomer or geometry (same formula, charge and spin)   285.4 kJ/mol
Net charge   0
SMILES   [H]/N=C/N.C=CC
LUMO level   0.916 eV
HOMO   -8.67 eV

[3]
Density functional theory data (ωB97M-V/def2-TZVPD) for a molecular structure, C27H19Br2FINO18S at a distorted geometry.

Atoms and positions in Å:
1 C 1.47118 4.05023 -4.25901
2 C 0.11880 4.64289 -4.42266
3 Br -0.07561 6.27221 -3.48870
4 C -0.88490 4.11141 -5.11877
5 Br -0.60992 2.51348 -6.11282
6 N -2.25314 4.70968 -5.09852
7 I -3.39987 3.89584 -6.64786
8 S -2.96553 4.19118 -3.59654
9 O -4.26692 3.67516 -3.79969
10 O -2.84368 5.18001 -2.59713
11 F -2.01160 3.02766 -3.16535
12 H 1.49700 3.66232 -3.25147
13 H 2.24281 4.79572 -4.38506
14 H 1.64338 3.23597 -4.94225
15 C 3.42852 2.15705 1.34198
16 C 3.38769 2.99449 0.29747
17 C 3.44450 2.49874 -1.12131
18 O 3.37539 3.32647 -2.01283
19 C 3.56985 1.07166 -1.35050
20 C 3.61221 0.23254 -0.30536
21 C 3.53189 0.72601 1.11441
22 O 3.55962 -0.10134 2.00337
23 O 3.72315 -1.07930 -0.43688
24 O 3.29212 4.30954 0.43084
25 H 3.38626 2.50254 2.36502
26 H 3.62239 0.72734 -2.37366
27 H 3.72482 -1.44318 0.46932
28 H 3.27795 4.67464 -0.47342
29 C -2.42291 -0.28466 1.13542
30 C -1.55742 -1.27102 1.40472
31 C -0.29916 -1.46540 0.60727
32 O 0.44214 -2.37668 0.93149
33 C -0.03947 -0.57020 -0.50128
34 C -0.90518 0.41701 -0.77761
35 C -2.15289 0.63126 0.03744
36 O -2.87550 1.55821 -0.26540
37 O -0.72528 1.26527 -1.77335
38 O -1.73879 -2.14279 2.38821
39 H -3.32923 -0.13437 1.70612
40 H 0.85974 -0.73140 -1.08123
41 H -1.48304 1.88532 -1.75902
42 H -0.96808 -2.74156 2.36634
43 C -0.11107 -6.92316 -2.89211
44 C 0.13790 -5.77798 -3.54014
45 C 0.53709 -4.52431 -2.81143
46 O 0.76251 -3.52958 -3.47563
47 C 0.62756 -4.56501 -1.36361
48 C 0.37482 -5.70942 -0.71377
49 C -0.00020 -6.97029 -1.44358
50 O -0.19672 -7.97205 -0.78325
51 O 0.43404 -5.82315 0.60546
52 O 0.05492 -5.65961 -4.85798
53 H -0.39657 -7.83039 -3.40508
54 H 0.89898 -3.65454 -0.85087
55 H 0.21046 -6.75178 0.80412
56 H 0.28736 -4.73379 -5.05889
57 C -2.51360 1.55254 5.91223
58 C -1.34332 1.75047 6.53352
59 C -0.39086 0.62044 6.81628
60 O 0.65894 0.88953 7.36768
61 C -0.77671 -0.72194 6.42031
62 C -1.94947 -0.92124 5.80271
63 C -2.88980 0.21294 5.49699
64 O -3.92440 -0.05034 4.91443
65 O -2.36786 -2.11331 5.41198
66 O -0.93466 2.94255 6.94168
67 H -3.20295 2.35768 5.70162
68 H -0.09245 -1.52855 6.64155
69 H -3.23616 -1.96685 4.99132
70 H -0.06109 2.80121 7.35271

Summary:
Energy relative to the best compared isomer or geometry (same formula, charge and spin)   0.0 kJ/mol
Net charge   0
LUMO level   -1.675 eV
HOMO   -9.42 eV

[4]
Density functional theory data (ωB97M-V/def2-TZVPD) for a single C6H10N2 molecule at a distorted geometry.

Atoms and positions in Å:
1 C 1.80367 1.54067 0.05562
2 C 0.63647 1.27174 -0.40955
3 C -0.05465 -0.06212 -0.35617
4 N 0.35454 -1.26732 -0.24018
5 C 1.74251 -1.57056 -0.03980
6 N -1.40942 0.08222 -0.71810
7 C -2.25176 -0.78698 0.02319
8 C -2.27162 0.70686 0.29702
9 H 2.26971 2.49818 0.10930
10 H 2.37060 0.76077 0.63135
11 H 0.12739 2.08711 -0.87706
12 H 2.05707 -1.35558 1.09615
13 H 1.90907 -2.56505 -0.23252
14 H 2.46745 -1.00797 -0.65704
15 H -1.77000 -1.50189 0.71065
16 H -3.11467 -1.18267 -0.52047
17 H -1.78012 1.07435 1.16501
18 H -3.08625 1.27823 -0.03740

Summary:
Energy relative to the best compared isomer or geometry (same formula, charge and spin)   287.8 kJ/mol
Net charge   0
SMILES   C=C/C(=N\C)N1CC1
LUMO level   0.922 eV
HOMO   -8.97 eV